No. 1
DFT (ωB97M-V/def2-TZVPD) results for 5 unconnected molecules or ions with the total composition C28H42Cl2F5N3O25S7 at a distorted geometry.

Results
SMILES   C[C@@H](F)C[C@]1([C@@H](Cl)[C@@H](C)Cl)[C@@H](S(C)(=O)=O)OS(=O)(=O)[C@@](C(=O)NC(=O)F)(C(F)(F)F)[C@]1(CCO)CCSc1nnco1.O=S1(=O)OCCO1.O=S1(=O)OCCO1.O=S1(=O)OCCO1.O=S1(=O)OCCO1
Net charge   0
Energy relative to the best compared isomer or geometry (same formula, charge and spin)   0.0 kJ/mol

CARTESIAN COORDINATES (ANGSTROEM)
1 H 0.867 1.791 -1.399
2 C 2.205 -0.022 4.495
3 C -2.961 -4.977 3.549
4 Cl -0.010 -0.746 -4.178
5 O 4.298 0.712 -2.853
6 H 4.939 -3.233 1.306
7 H -2.115 -1.842 -1.338
8 H 3.026 -2.638 2.146
9 S -0.559 -2.091 2.969
10 H 1.610 0.226 -10.499
11 H 0.014 0.537 -2.123
12 C 1.342 -0.974 -0.579
13 H -2.951 1.939 -2.105
14 H 5.200 -1.667 0.595
15 H 2.917 0.795 -8.525
16 F 2.430 -1.303 4.228
17 H -3.155 -8.031 7.039
18 H -0.971 2.988 -1.368
19 S 0.557 -0.429 -7.334
20 H 1.087 -2.278 1.151
21 N 2.315 0.870 3.421
22 C 2.273 6.409 -0.234
23 S 2.110 8.889 -0.384
24 O -3.590 -9.004 2.965
25 H 3.161 6.230 0.376
26 O 2.960 2.590 -0.590
27 C 1.914 1.224 -8.590
28 O 3.268 9.551 0.091
29 C 0.061 1.090 -1.185
30 H 1.031 6.292 1.546
31 H 0.161 6.767 0.068
32 H -2.214 -0.533 -2.544
33 H 0.171 1.057 -9.864
34 H -0.428 -2.712 -3.223
35 O 2.117 1.232 -3.446
36 H -2.355 -1.308 1.725
37 O 1.254 1.013 -7.337
38 O -5.760 4.600 1.106
39 O -4.036 6.298 1.543
40 O -4.759 -9.949 4.912
41 C -1.332 -1.535 1.401
42 O -0.800 -0.271 -6.972
43 O 0.642 -0.705 -8.914
44 C 1.103 6.849 0.616
45 C 1.186 0.783 2.503
46 C 0.673 -1.965 -1.633
47 O -3.507 4.397 0.087
48 H -3.046 -10.238 6.012
49 O 1.967 0.339 5.621
50 C 1.061 0.483 -9.597
51 Cl -0.056 -3.503 -0.877
52 C -4.040 -9.807 6.143
53 H -1.540 -2.417 0.803
54 O 2.540 7.520 -1.100
55 H -4.559 -10.327 6.944
56 H -3.947 -5.284 3.838
57 H 4.169 -1.660 -3.664
58 O -5.773 -8.079 3.691
59 O 3.560 0.263 -0.403
60 H 2.379 1.774 3.871
61 C 3.178 -1.934 1.326
62 C -3.968 -8.313 6.376
63 H 2.490 -1.972 -4.051
64 C -0.400 -1.748 -2.730
65 H -3.214 4.835 4.360
66 C -1.377 -3.624 3.140
67 C 3.262 -1.208 -4.069
68 O 1.155 9.540 -1.204
69 H 1.990 2.286 -8.805
70 H 2.053 5.519 -0.817
71 O -2.649 -3.667 3.588
72 S 2.955 0.176 -2.942
73 O 3.817 1.864 1.445
74 S -4.515 -8.667 3.978
75 F 3.551 -0.758 1.948
76 F 0.752 3.519 0.173
77 O 1.352 8.236 0.876
78 F 1.342 3.207 2.163
79 C 4.479 -2.481 0.670
80 H 3.501 -0.816 -5.050
81 H -1.633 -0.295 -0.179
82 C 2.702 -0.511 -1.228
83 O 1.422 -1.352 -6.692
84 O -3.766 -7.757 5.072
85 O -2.077 1.577 -2.273
86 H 3.256 -1.443 -1.337
87 H -4.911 -7.926 6.770
88 C 1.898 -2.016 0.482
89 H -2.481 -2.185 -3.003
90 C -0.914 -0.282 0.643
91 C -1.876 -1.550 -2.357
92 H 4.320 -2.900 -0.326
93 H -2.070 5.064 3.018
94 F -0.625 2.683 1.566
95 H -3.143 7.248 3.163
96 C 1.239 1.193 0.970
97 N -0.954 -4.800 2.859
98 O 0.109 0.613 3.017
99 H 1.517 -2.427 -2.140
100 H -1.825 1.948 -0.277
101 S -4.357 4.776 1.159
102 C -3.779 6.393 2.950
103 C 0.630 2.614 1.137
104 C -3.124 5.075 3.304
105 N -1.974 -5.668 3.131
106 S 2.957 1.532 0.369
107 H -1.295 0.562 1.209
108 H -4.735 6.515 3.464
109 H 2.233 -2.857 -0.119
110 C -1.218 1.940 -1.182
111 C 0.436 0.158 0.044
112 O -3.815 4.102 2.511

No. 2
DFT (ωB97M-V/def2-TZVPD) results for 3 unconnected molecules or ions with the total composition C28H42F16N2O5 at a distorted geometry.

Results
SMILES   CCCCCCCCCCCCCC[C@@H]1NC(=O)C[C@H]1ON=O.FC(F)C(F)(F)COC(F)(F)C(F)F.FC(F)C(F)(F)COC(F)(F)C(F)F
Net charge   0
DFT total energy   -86412.000 eV

CARTESIAN COORDINATES (ANGSTROEM)
1 H -5.231 -0.150 1.169
2 F 6.362 7.385 3.451
3 H -0.702 1.026 -0.277
4 H -2.851 -1.249 2.732
5 H 5.225 6.481 -1.817
6 F 3.207 5.459 -1.765
7 H 0.138 0.499 1.178
8 H 3.665 0.918 1.572
9 F 1.661 5.220 0.393
10 H 5.554 -1.735 1.418
11 C 6.376 -1.041 1.605
12 C -5.658 -6.196 -1.629
13 H 1.121 2.114 -1.112
14 H -1.477 2.127 3.403
15 H 4.517 -0.792 -0.205
16 F -5.008 -7.417 -5.000
17 O -3.543 -5.773 0.736
18 F 4.230 4.673 0.007
19 H 7.010 0.347 0.086
20 C -3.895 -5.310 -5.027
21 H 6.373 -0.777 2.663
22 C -1.752 1.841 2.385
23 H -1.265 3.153 0.746
24 H -3.443 3.207 2.612
25 H 3.877 2.128 0.295
26 H -3.979 0.850 3.605
27 H -4.614 -3.952 -2.818
28 H -3.509 0.180 0.832
29 H 8.412 -1.136 0.781
30 H -4.544 -1.571 3.100
31 F -4.750 -7.004 -2.207
32 H 7.536 -2.690 0.723
33 H -1.994 -4.233 -0.823
34 F -7.169 -4.495 -1.904
35 C -3.849 -2.515 1.310
36 H 2.555 0.404 -1.177
37 C 2.503 6.269 0.256
38 N -4.181 -1.149 -1.336
39 H 0.036 2.974 1.940
40 C 7.701 -1.781 1.302
41 C 6.138 7.503 1.120
42 C -4.215 1.181 2.590
43 N -3.592 -3.821 1.976
44 F -3.201 -4.574 -5.928
45 F -7.098 -5.995 -3.504
46 C -0.044 1.363 0.530
47 C -4.181 -6.647 -5.728
48 H -4.851 -2.581 0.861
49 H 4.456 7.804 -0.966
50 H 5.089 0.607 -1.100
51 O -3.567 -0.343 -1.881
52 C -6.334 -5.279 -2.652
53 H -5.168 -5.604 -0.854
54 C -5.452 -4.290 -3.430
55 F 2.841 6.695 1.486
56 C 4.875 0.239 -0.092
57 C -3.214 2.256 2.126
58 C -0.735 2.438 1.379
59 C -4.245 -0.018 1.620
60 H 8.192 -2.084 2.232
61 C -2.116 -3.859 0.194
62 F 7.274 8.228 1.010
63 H 7.290 6.071 2.260
64 C 3.723 1.063 0.489
65 C 3.722 5.794 -0.545
66 F -3.108 -5.461 -3.951
67 C 2.360 0.674 -0.135
68 C -3.848 -1.345 2.284
69 H -5.205 1.647 2.623
70 H -4.415 -4.228 2.407
71 C 1.306 1.799 -0.079
72 C 6.157 0.245 0.764
73 H -3.355 2.389 1.048
74 H 6.156 1.120 1.419
75 H -4.631 -6.459 -6.704
76 H 1.694 2.679 0.437
77 O 6.010 6.781 -0.031
78 C -2.811 -2.473 0.154
79 O -5.038 -4.620 -4.745
80 O -3.382 -2.361 -1.138
81 H -2.041 -1.722 0.362
82 F 5.342 5.713 2.474
83 F 5.129 8.372 1.292
84 H 1.986 7.073 -0.274
85 F -6.606 -6.972 -1.053
86 H -1.174 -3.804 0.734
87 C 4.850 6.795 -0.844
88 H -6.101 -3.429 -3.584
89 C 6.341 6.604 2.349
90 H 2.005 -0.226 0.373
91 F -3.011 -7.304 -5.889
92 H -1.715 0.748 2.336
93 C -3.127 -4.671 0.970

No. 3
DFT (ωB97M-V/def2-TZVPD) results for a molecular structure, C28H42LiO14.

Results
Net charge   +1
Energy relative to the best compared isomer or geometry (same formula, charge and spin)   0.0 kJ/mol

CARTESIAN COORDINATES (ANGSTROEM)
1 H -4.358 4.287 0.664
2 O 4.529 0.051 -0.814
3 H -2.723 2.407 -5.626
4 H -0.917 -1.622 5.139
5 C -0.594 0.683 3.365
6 C -1.420 -0.149 -3.996
7 C -3.726 1.723 -0.572
8 H -1.683 0.666 3.253
9 C 2.052 -3.980 -1.732
10 C -2.919 -4.157 0.416
11 H -2.410 -0.307 -5.961
12 H -5.277 3.304 1.859
13 H 3.530 -1.362 -2.934
14 H -3.758 0.656 -0.779
15 O 1.467 3.008 1.813
16 O 4.652 0.812 1.286
17 C -2.736 1.577 -4.920
18 O -2.239 2.012 -3.653
19 Li -0.047 0.324 -0.419
20 O -3.311 2.747 1.507
21 C -2.752 1.964 0.565
22 C 3.416 -1.153 0.982
23 H 4.008 -3.654 -2.575
24 O -3.299 -2.538 -1.266
25 H -3.791 1.304 -4.825
26 C -1.862 0.399 -5.341
27 C 2.372 3.946 2.437
28 O 1.352 -0.608 -1.480
29 H -1.026 -3.917 -0.584
30 H 4.171 4.850 1.561
31 O -0.799 1.283 -2.118
32 C 1.727 -1.693 -1.833
33 C 3.140 4.616 1.299
34 H 4.815 0.686 3.340
35 O 0.096 -0.618 1.402
36 H -3.290 2.216 -1.443
37 H 2.633 -4.459 -0.947
38 H 2.714 4.137 -0.776
39 C 4.252 -0.068 0.341
40 H -0.464 -0.658 -3.930
41 H 0.836 -1.458 5.396
42 C -0.115 0.408 4.775
43 H 0.906 0.780 4.900
44 C 4.093 0.436 2.563
45 C -0.008 -1.130 4.795
46 C 3.796 -1.058 2.456
47 H 2.369 -0.869 0.864
48 H 1.826 4.641 3.066
49 H 3.891 3.006 0.007
50 O -1.629 1.561 0.679
51 C -3.758 -3.838 -0.817
52 O 0.266 -1.494 3.431
53 H -0.712 0.804 5.590
54 C -4.563 3.285 1.043
55 O -1.652 -1.120 -0.812
56 C 2.971 -3.475 -2.860
57 C -5.024 2.370 -0.099
58 C -1.640 -3.373 0.149
59 C 1.858 2.727 0.561
60 H -0.284 1.630 2.937
61 O 1.353 1.856 -0.091
62 H -2.796 -5.226 0.573
63 H 2.844 -4.048 -3.778
64 C 3.006 3.625 0.135
65 H -1.014 -3.112 0.993
66 H -4.820 -3.769 -0.598
67 C -0.058 -0.493 2.588
68 H 2.966 -1.280 3.129
69 H 1.261 -4.659 -2.045
70 H 2.688 5.574 1.039
71 H -2.173 -0.822 -3.568
72 H -3.410 -3.769 1.312
73 H -5.542 2.921 -0.880
74 H 3.199 1.041 2.736
75 H 3.043 3.362 3.073
76 H -0.999 0.724 -5.926
77 C 2.641 -1.983 -2.990
78 H -3.617 -4.551 -1.631
79 O 1.390 -2.817 -1.186
80 H 3.549 -2.129 0.525
81 H 4.663 -1.662 2.710
82 C -2.144 -2.201 -0.658
83 H -5.691 1.585 0.261
84 C -1.418 1.083 -3.122
85 H 2.125 -1.800 -3.932

No. 4
DFT (ωB97M-V/def2-TZVPD) results for 11 unconnected molecules or ions with the total composition C28H42N11S at a distorted geometry.

Results
Net charge   +1
DFT total energy   -56930.006 eV

CARTESIAN COORDINATES (ANGSTROEM)
1 H 3.558 1.306 4.411
2 N 5.467 2.425 2.118
3 H -0.476 0.605 -1.879
4 N 1.998 9.060 3.279
5 C -1.244 0.326 -2.605
6 H 3.474 0.831 0.368
7 N -8.334 -2.977 1.639
8 C 2.013 4.432 3.815
9 H -2.963 -5.048 -2.298
10 N -1.020 1.695 -4.823
11 H -2.506 -2.254 -5.221
12 C 5.385 1.772 7.959
13 C -6.255 -3.235 -1.058
14 C -1.119 1.093 -3.847
15 H 3.925 2.967 4.852
16 H -4.962 -2.584 -5.446
17 H 3.968 8.968 0.777
18 C 3.877 -1.222 0.744
19 C 0.583 -4.799 -3.031
20 H 7.300 1.804 7.034
21 H 3.135 6.186 4.249
22 H 2.803 -4.135 -2.981
23 H -3.123 2.437 -3.564
24 N -5.909 -2.252 -1.552
25 H 5.084 1.691 5.196
26 H -2.214 0.487 -2.127
27 H 0.434 -2.605 0.573
28 C -4.207 2.526 -3.654
29 H -4.431 2.694 -4.710
30 C -2.907 -2.999 -4.452
31 H -7.293 -5.089 -1.115
32 H 5.619 0.609 -4.936
33 C -6.694 -4.483 -0.430
34 C 5.823 0.435 -3.877
35 N 4.236 1.826 7.909
36 N 3.529 -2.293 0.999
37 H -4.636 1.558 -3.382
38 H -7.307 -4.292 0.457
39 H 4.645 10.155 1.885
40 H 6.907 0.355 -3.764
41 N 1.687 -3.355 -1.165
42 C -0.849 -3.874 -0.876
43 C 6.848 1.703 8.024
44 H -2.732 -2.548 -3.415
45 N -5.143 4.453 -2.151
46 H -1.835 -3.796 -0.295
47 H 2.967 5.835 2.533
48 H 4.833 0.179 -0.538
49 C 4.176 9.170 1.830
50 C -10.240 -4.154 2.992
51 C 5.272 1.505 -3.040
52 N 4.839 2.347 -2.384
53 H -4.667 -4.344 -5.022
54 C -9.173 -3.495 2.234
55 C 2.957 9.107 2.642
56 H -10.083 -4.062 4.070
57 C 0.487 -3.209 -0.395
58 H -5.026 -3.207 -3.623
59 H -5.846 -5.096 -0.114
60 H 7.260 2.496 8.652
61 N 1.670 3.362 4.068
62 H 5.397 -0.537 -3.619
63 H 1.604 6.485 3.435
64 C 4.316 0.138 0.424
65 H 7.187 0.751 8.440
66 H -1.941 -6.521 -2.909
67 C -4.509 -3.259 -4.647
68 C 1.808 -4.079 -2.412
69 H 4.917 8.439 2.162
70 H 0.634 -5.356 -4.021
71 H 2.532 -2.865 -0.797
72 H -10.297 -5.221 2.762
73 H 5.005 0.527 1.178
74 C -0.771 -4.660 -2.220
75 C -4.731 3.605 -2.812
76 H -11.218 -3.721 2.768
77 C 4.980 2.258 3.149
78 C -2.050 -5.385 -2.919
79 H -1.146 -0.748 -2.783
80 C 2.449 5.794 3.494
81 S -2.097 -4.684 -4.669
82 C 4.360 2.047 4.460

No. 5
DFT (ωB97M-V/def2-TZVPD) results for a molecular structure, C28H43BN6O9Pb3 at a distorted geometry.

Results
Net charge   +4
DFT total energy   -73485.357 eV

CARTESIAN COORDINATES (ANGSTROEM)
1 C -4.574 0.428 1.333
2 N -4.994 3.598 -3.062
3 H -4.964 -2.049 -1.748
4 C 2.863 1.418 -0.572
5 H 3.446 -1.217 2.330
6 C -1.544 1.442 -0.983
7 H -4.287 5.206 1.964
8 O -0.476 0.923 -0.362
9 O 6.648 0.915 -0.566
10 H 3.657 -2.865 -6.590
11 H 2.005 -3.483 -4.102
12 C -5.669 -0.269 -0.744
13 H 1.315 -3.796 -6.846
14 H -6.359 4.761 -0.520
15 O 3.890 1.978 -0.369
16 H 2.976 -4.658 -5.031
17 H 4.038 -3.421 3.366
18 C -4.667 3.727 0.422
19 H -5.949 4.609 1.966
20 H -6.637 0.050 -0.371
21 H -0.708 2.339 4.116
22 O 3.572 -0.769 -1.152
23 H 1.467 4.033 2.782
24 H 6.007 -3.768 4.757
25 C 2.911 -3.621 -4.702
26 O -2.622 1.543 -0.546
27 H -5.127 -1.450 1.045
28 H 6.483 -3.523 3.209
29 O 0.124 1.509 -2.548
30 C 2.671 -0.025 -1.028
31 C -1.134 1.783 -2.411
32 H -5.347 2.870 0.365
33 H -3.612 3.490 0.355
34 H -6.696 -2.029 -1.477
35 H -2.088 3.361 3.769
36 H -1.017 4.114 1.601
37 H 1.274 3.691 1.074
38 C 0.485 -3.492 2.170
39 C 5.310 -1.670 1.471
40 C -5.146 4.086 -2.023
41 C 0.989 3.349 2.070
42 H 0.127 -1.754 3.364
43 N -4.481 1.261 2.097
44 H 0.486 -4.173 3.031
45 H -4.719 5.562 -0.643
46 H 1.545 -3.202 2.328
47 H -5.144 0.513 -1.300
48 C 4.473 -1.427 2.637
49 H -3.744 -1.018 0.041
50 N 4.766 -2.987 -3.045
51 O 1.696 1.945 -0.658
52 O -1.876 2.270 -3.211
53 O 1.458 -0.226 -1.373
54 H 6.658 -2.152 4.343
55 H 4.070 -2.260 4.624
56 C 1.643 2.065 2.337
57 C 3.974 -3.281 -3.762
58 C -4.718 -0.678 0.382
59 H 0.061 -3.366 0.122
60 H -0.472 4.014 4.147
61 C -1.024 3.247 3.591
62 H -0.823 2.381 1.591
63 C 6.002 -2.960 4.021
64 Pb 6.066 3.210 -0.144
65 Pb 6.376 -1.228 -1.951
66 C 0.302 -4.174 0.832
67 C 2.873 -2.614 -5.882
68 C -0.551 3.285 2.140
69 C -0.307 -2.199 2.471
70 C -5.289 4.625 -0.680
71 H -4.779 3.618 2.634
72 H -0.578 -4.817 0.847
73 H 4.862 -0.487 3.056
74 N -2.865 -2.754 2.525
75 H 0.702 -2.375 -6.005
76 H 1.164 -4.711 0.461
77 H 5.839 0.646 -0.099
78 H -0.046 -1.513 1.659
79 H 2.829 -1.628 -5.415
80 B 0.684 1.036 -1.249
81 C -5.852 -1.416 -1.780
82 H -5.987 -0.958 -2.754
83 C -4.903 4.317 1.808
84 N 2.197 1.093 2.532
85 H 1.478 -2.048 -7.442
86 C -1.728 -2.523 2.514
87 N 5.946 -1.955 0.591
88 Pb -3.012 3.962 -4.826
89 C 1.533 -2.757 -6.616
90 C 4.577 -2.527 3.697